# 1
ORCA calculation (wB97M-V/def2-TZVPD) on 2 unconnected molecules or ions with the total composition CH6NS at a distorted geometry.

HOMO level (eV): -2.126
Maximum force (eV/A): 1.369
Energy (Eh): -494.652415
Net charge: -1

Geometry (Å):
N  -2.3488  -1.3600  0.2882
H  -2.0163  -1.8684  -0.5313
H  -1.5043  -1.1810  0.8294
H  -2.4568  -0.4177  -0.0803
C  1.5820  1.0714  -0.0851
S  2.2608  -0.6260  -0.3149
H  2.3751  1.8466  -0.1270
H  0.8975  1.2834  -0.9022
H  1.2107  1.2517  0.9231

=====

# 2
ORCA calculation (wB97M-V/def2-TZVPD) on a molecular structure, C14H26GdO4P2 at a distorted geometry.

HOMO level (alpha / beta) (eV): -9.894 / -9.894
Maximum force (eV/A): 7.508
Energy (Eh): -2298.055882
Net charge: +1
Multiplicity: 8

Geometry (Å):
Gd  -0.1340  1.7377  -0.5353
H  -1.2230  0.6289  1.5542
H  -0.4908  0.6372  1.8981
P  -2.6955  2.4571  -0.3195
P  2.4666  1.3916  -0.1404
C  3.0953  0.4189  -1.5313
H  4.1910  0.4062  -1.5283
H  2.7144  -0.6107  -1.4830
H  2.7296  0.8317  -2.4833
C  3.0649  3.0851  -0.3021
H  2.6698  3.7225  0.5039
H  4.1560  3.1015  -0.2664
H  2.7142  3.5372  -1.2408
C  3.0272  0.6926  1.4164
H  2.6651  -0.3452  1.5360
H  4.1251  0.7070  1.4866
H  2.5998  1.2633  2.2628
C  -2.5902  4.2463  -0.6695
H  -3.5702  4.7240  -0.6899
H  -1.9758  4.7468  0.0880
H  -2.0872  4.4116  -1.6274
C  -3.7383  1.7601  -1.6276
H  -3.8624  0.6811  -1.4617
H  -4.7227  2.2375  -1.6761
H  -3.2388  1.8727  -2.5997
C  -3.6050  2.3162  1.2372
H  -3.0149  2.7565  2.0588
H  -4.5845  2.8123  1.2110
H  -3.7455  1.2534  1.4925
C  -0.6136  0.0980  -2.1225
O  -0.7431  -0.8071  -2.8326
H  0.1816  3.0855  -1.7890
O  2.4447  -2.9446  0.3579
C  1.4547  -3.7931  0.5871
C  1.7321  -5.1475  0.8660
C  0.6631  -5.9974  1.1381
C  -0.6748  -5.5267  1.1412
C  -0.9352  -4.1744  0.8518
C  0.1110  -3.3080  0.5377
C  -0.1653  -1.8817  0.1782
O  -1.3297  -1.4720  0.1673
O  0.8490  -1.1446  -0.1546
H  1.8875  -2.0488  0.1160
H  2.7749  -5.4516  0.8492
H  0.8825  -7.0360  1.3522
H  -1.5287  -6.1956  1.3570
H  -1.9310  -3.7355  0.8358

=====

# 3
ORCA calculation (wB97M-V/def2-TZVPD) on C24H28N2O6 in the gas phase.

SMILES: CCNC(=O)COC(=O)[C@@H]1CCC(=O)N(c2ccc(OC)cc2)[C@H]1c1ccc(OC)cc1
HOMO level (eV): -8.286
Maximum force (eV/A): 0.711
Energy (Eh): -1492.338643

Geometry (Å):
C  0.1117  5.9448  -0.3263
C  -0.8412  6.0548  0.8590
N  -1.4640  4.7825  1.1508
C  -2.7721  4.5506  0.9604
O  -3.5819  5.3857  0.6247
C  -3.1781  3.0895  1.2391
H  -2.7731  2.7668  2.2041
H  -4.2667  3.0220  1.2338
O  -2.7343  2.2034  0.2108
C  -1.4985  1.7295  0.2693
O  -0.6941  2.0427  1.1169
C  -1.1880  0.7779  -0.8741
C  -2.4040  0.0085  -1.3760
H  -3.1753  0.6964  -1.7238
H  -2.0894  -0.6057  -2.2222
C  -2.9573  -0.8692  -0.2614
C  -1.9349  -1.5517  0.6360
O  -2.2937  -2.3981  1.4317
N  -0.6471  -1.1300  0.5678
C  0.3027  -1.6821  1.4769
C  0.5747  -3.0440  1.4920
C  1.4931  -3.5527  2.3839
C  2.1607  -2.7122  3.2760
C  1.8832  -1.3494  3.2604
C  0.9553  -0.8439  2.3669
H  0.7280  0.2123  2.3724
H  2.3721  -0.6724  3.9430
O  3.0519  -3.3178  4.1086
C  3.7290  -2.5303  5.0573
H  4.3546  -1.7703  4.5776
H  3.0321  -2.0451  5.7482
H  4.3639  -3.2191  5.6125
H  1.7134  -4.6078  2.4131
H  0.0552  -3.7038  0.8163
C  -0.1101  -0.2220  -0.4270
C  0.4667  -0.9599  -1.6180
C  0.0142  -2.2128  -1.9971
C  0.5401  -2.8625  -3.1015
C  1.5374  -2.2555  -3.8554
C  1.9969  -0.9919  -3.4767
C  1.4693  -0.3595  -2.3734
H  1.8408  0.6147  -2.0893
H  2.7741  -0.5321  -4.0659
O  2.1238  -2.7942  -4.9572
C  1.7123  -4.0709  -5.3835
H  1.8992  -4.8299  -4.6173
H  0.6521  -4.0815  -5.6562
H  2.3117  -4.2943  -6.2645
H  0.1623  -3.8390  -3.3599
H  -0.7583  -2.7041  -1.4244
H  0.7006  0.3415  0.0513
H  -3.5774  -0.2715  0.4129
H  -3.6049  -1.6494  -0.6659
H  -0.7757  1.3938  -1.6825
H  -0.8567  4.0090  1.3944
H  -0.2994  6.3947  1.7472
H  -1.6465  6.7593  0.6410
H  -0.4310  5.6436  -1.2192
H  0.5841  6.9047  -0.5138
H  0.8869  5.2083  -0.1236

=====

# 4
ORCA calculation (wB97M-V/def2-TZVPD) on 2 unconnected molecules or ions with the total composition ClF3Si at a distorted geometry.

HOMO level (alpha / beta) (eV): -7.820 / -12.930
Maximum force (eV/A): 3.126
Energy (Eh): -1049.268497
Multiplicity: 3

Geometry (Å):
F  -1.0286  1.9504  -1.1007
F  0.9905  -1.0155  -0.7669
F  -0.8893  -1.2602  0.7221
Si  0.2041  -0.2005  0.3166
Cl  1.2317  0.8907  1.5741

=====

Question: Which formula does entry 3 have?
Answer: C24H28N2O6

=====

Question: The lowest energy belongs to which entry?
Answer: C14H26GdO4P2

=====

Question: Which of these has the highest energy?
Answer: CH6NS

=====

Question: maximum force of number 2 (C14H26GdO4P2)?
Answer: 7.508 eV/A